Entry 1:
{
  "formula": "C16H38F6N3O6",
  "method": "ωB97M-V with the def2-TZVPD basis set",
  "species": ["F", "F", "F", "F", "F", "F", "O", "O", "O", "O", "O", "O", "N", "N", "N", "C", "C", "C", "C", "C", "C", "C", "C", "C", "C", "C", "C", "C", "C", "C", "C", "H", "H", "H", "H", "H", "H", "H", "H", "H", "H", "H", "H", "H", "H", "H", "H", "H", "H", "H", "H", "H", "H", "H", "H", "H", "H", "H", "H", "H", "H", "H", "H", "H", "H", "H", "H", "H", "H"],
  "positions_angstrom": [[-15.109820, -13.526997, 13.311013], [-15.834801, -11.640702, 13.261791], [-14.389560, -12.338374, 11.652124], [-8.884241, -7.529717, 13.070053], [-8.021461, -6.187639, 14.514438], [-9.928386, -5.836812, 13.855226], [-12.239859, -9.910365, 6.952963], [-13.374768, -10.303677, 13.885444], [-10.870867, -8.632627, 14.872700], [-8.113069, -10.627886, 11.106287], [-12.268124, -12.154149, 13.461421], [-10.403153, -6.918818, 16.445233], [-10.528559, -10.190745, 12.712157], [-11.983941, -9.705901, 10.567096], [-8.130102, -11.498912, 13.768234], [-8.954617, -5.183230, 17.600182], [-10.537336, -13.855859, 13.224235], [-11.867504, -13.458793, 13.925296], [-9.820711, -7.744625, 15.329410], [-7.936933, -10.695728, 9.674129], [-11.695159, -11.945864, 9.458307], [-12.746392, -9.821653, 8.284043], [-13.125814, -9.284017, 5.973327], [-7.190215, -10.529062, 13.335233], [-13.544998, -11.713055, 13.866109], [-5.988702, -10.671962, 14.260106], [-6.937707, -10.759101, 11.891993], [-14.728901, -12.309798, 12.985583], [-11.717626, -10.427658, 9.286313], [-9.150688, -6.837540, 14.190442], [-9.643006, -6.591520, 17.632518], [-8.019885, -9.688448, 9.265961], [-7.799197, -12.449238, 13.681776], [-12.535035, -14.164490, 13.430828], [-5.589528, -11.651312, 13.996246], [-8.802340, -7.250700, 17.848991], [-13.625491, -11.893010, 14.938131], [-9.017550, -8.337165, 15.767523], [-7.685706, -9.585042, 13.561959], [-8.247946, -11.444049, 14.769836], [-10.733851, -9.950415, 11.752887], [-5.151339, -9.987149, 14.126084], [-8.636371, -11.422035, 9.260182], [-10.800812, -10.076037, 8.813118], [-12.310320, -8.793058, 10.283727], [-9.674776, -10.698572, 12.894560], [-8.519927, -4.792964, 18.520414], [-12.756472, -9.434665, 4.958936], [-10.355520, -13.637409, 12.171947], [-7.007786, -11.199384, 9.407471], [-9.654454, -4.447127, 17.204607], [-9.715322, -13.362492, 13.742888], [-6.566948, -11.745586, 11.613632], [-12.923541, -8.751753, 8.393729], [-10.345517, -6.590226, 18.465924], [-10.642240, -9.375278, 13.297133], [-11.304518, -10.777174, 12.984358], [-14.062537, -9.833004, 5.876990], [-10.528420, -14.931171, 13.402338], [-10.954211, -12.229782, 10.205632], [-12.625445, -12.259360, 9.932014], [-13.696687, -10.347180, 8.190009], [-8.189913, -5.320324, 16.835631], [-11.807791, -13.615650, 15.002295], [-6.200733, -10.023098, 11.570648], [-6.258333, -10.461013, 15.294954], [-12.797637, -10.062791, 11.047336], [-11.632315, -12.418942, 8.478331], [-13.244301, -8.223645, 6.196195]],
  "atomic_forces_ev_per_a": [[1.18, -1.72, 0.22], [-0.19, 1.68, -0.93], [-0.58, 0.58, 1.43], [0.15, -0.58, -0.14], [1.23, -0.74, 0.79], [-1.74, 0.75, -0.70], [0.03, 0.22, -1.51], [-1.73, -1.72, -0.58], [3.32, 2.82, 0.23], [-0.64, 0.19, -0.40], [-0.58, -1.38, 0.55], [1.43, 0.04, -0.58], [-0.36, -0.70, -0.26], [0.19, -0.01, -1.11], [-1.85, -1.61, 0.87], [-0.64, -0.74, -1.50], [0.11, 0.38, 1.68], [0.44, -0.51, -3.16], [-2.93, -1.93, 0.20], [0.29, -0.67, 1.14], [-0.90, 0.86, 0.28], [-0.03, -1.02, -1.91], [0.72, -1.16, 0.51], [0.07, 0.36, 1.41], [2.19, 2.04, -0.29], [1.16, 0.65, -1.00], [0.51, 0.73, -1.87], [0.29, 0.57, 0.34], [-1.46, 1.25, -0.47], [-1.26, 0.09, 1.15], [0.23, 1.15, -0.17], [0.04, -0.22, -0.26], [0.40, -0.21, -0.59], [-0.68, -0.14, 0.73], [0.15, -0.31, 0.94], [-0.29, -0.78, -0.16], [-0.84, -0.46, 0.31], [0.55, 0.02, 0.24], [0.19, 0.40, -0.70], [-0.36, 0.45, 0.29], [0.31, 0.21, -0.74], [-0.04, 0.31, -0.58], [-0.69, 0.51, 0.07], [0.49, -0.02, 0.63], [0.34, 0.47, 0.28], [0.61, -0.14, 0.08], [-0.08, -0.47, 0.15], [0.85, 0.27, 0.26], [-0.87, 0.04, -0.04], [0.59, 0.52, 0.13], [-0.08, 0.07, 0.09], [0.08, -0.31, 0.05], [0.56, -0.36, 0.74], [-0.05, 0.13, 0.95], [-0.14, -0.39, -0.10], [0.24, 1.40, 1.70], [0.02, -0.32, 0.31], [-0.49, 0.22, 0.76], [0.61, -0.08, -0.21], [0.50, -0.10, -0.50], [-0.30, -0.03, -0.22], [-0.43, -0.07, 0.99], [0.32, 0.52, 0.13], [-0.15, 0.48, 0.02], [0.26, 0.11, -0.21], [-0.27, -0.79, 0.02], [-0.20, -0.64, 0.00], [0.41, -0.20, 0.25], [-0.22, -0.02, -0.03]],
  "spin_multiplicity": 2,
  "e_homo_ev": [-7.156, -7.138],
  "molar_mass_g_mol": 482.48,
  "fmax_ev_per_a": 4.37
}



Entry 2:
{
  "formula": "C12H14I2N2Pt",
  "method": "ωB97M-V with the def2-TZVPD basis set",
  "species": ["Pt", "I", "I", "N", "N", "C", "C", "C", "C", "C", "C", "C", "C", "C", "C", "C", "C", "H", "H", "H", "H", "H", "H", "H", "H", "H", "H", "H", "H", "H", "H"],
  "positions_angstrom": [[0.087503, -0.003552, 1.540739], [-2.625297, 0.106348, 1.829539], [2.826903, -0.146652, 1.062339], [-0.181497, -1.343852, -0.172861], [0.014403, 1.326148, -0.188161], [-0.215497, -0.744452, -1.387061], [-0.368897, -1.500852, -2.554161], [0.007303, 1.473448, -2.576361], [0.225103, -1.345952, 3.080939], [-0.443397, -3.485452, -1.212661], [0.237303, 1.419948, 3.005839], [0.180903, 2.652848, -0.121061], [0.263403, 3.455548, -1.252161], [0.174203, 2.850748, -2.504161], [-0.481197, -2.882952, -2.468261], [-0.295397, -2.674752, -0.093761], [-0.069897, 0.723948, -1.397461], [0.242603, 3.441348, -3.412461], [-0.596297, -3.479352, -3.367961], [-0.035197, 1.020248, 3.983439], [-0.256397, -3.092252, 0.906639], [-0.047097, 0.984848, -3.541961], [-0.691897, -1.354052, 3.674239], [1.274503, 1.759448, 3.002639], [0.399203, -2.324152, 2.622239], [0.403603, 4.526048, -1.147561], [0.263503, 3.066648, 0.878039], [-0.400097, -1.014752, -3.522061], [-0.524897, -4.560652, -1.095961], [-0.453997, 2.225348, 2.736639], [1.086503, -1.079252, 3.692839]],
  "atomic_forces_ev_per_a": [[1.31, 0.12, -0.58], [-1.20, -0.09, 0.04], [0.80, -0.23, -0.23], [-0.36, 0.01, -0.34], [0.11, 0.26, -0.49], [-0.11, -0.53, -0.32], [0.08, 0.24, 0.37], [-0.02, -0.18, 0.35], [0.05, -0.32, 0.09], [0.06, 0.25, 0.07], [-1.06, 0.11, 0.39], [0.04, 0.18, -0.17], [-0.03, -0.20, 0.01], [0.00, 0.00, 0.26], [0.01, 0.02, 0.26], [-0.08, -0.27, -0.08], [0.04, 0.53, -0.29], [-0.01, -0.07, 0.13], [0.00, 0.07, 0.12], [0.08, 0.18, -0.11], [-0.07, -0.06, -0.19], [-0.01, 0.10, 0.14], [0.31, -0.12, 0.07], [0.00, 0.03, -0.14], [-0.05, 0.08, 0.27], [-0.03, -0.15, 0.00], [-0.02, 0.07, -0.16], [0.00, -0.09, 0.14], [0.02, 0.15, 0.01], [0.32, 0.06, 0.18], [-0.18, -0.13, 0.17]],
  "spin_multiplicity": 5,
  "e_homo_ev": [-14.962, -16.059],
  "molar_mass_g_mol": 635.14,
  "fmax_ev_per_a": 1.44,
  "charge": 2
}



Entry 3:
{
  "formula": "C14H28FN2O3",
  "method": "ωB97M-V with the def2-TZVPD basis set",
  "species": ["F", "O", "O", "O", "N", "N", "C", "C", "C", "C", "C", "C", "C", "C", "C", "C", "C", "C", "C", "C", "H", "H", "H", "H", "H", "H", "H", "H", "H", "H", "H", "H", "H", "H", "H", "H", "H", "H", "H", "H", "H", "H", "H", "H", "H", "H", "H", "H"],
  "positions_angstrom": [[-0.918317, -1.567687, -4.538594], [-3.455384, 3.158758, -0.414257], [1.648946, 1.395560, -3.124782], [-0.019243, 0.278761, -5.123054], [2.968556, -0.384297, -2.561122], [0.586018, -0.655673, -3.113689], [-1.150002, 0.046939, 2.771278], [-2.360354, 1.821071, 1.298585], [3.229395, 0.087376, -1.132513], [2.005780, -0.225733, -0.251055], [-0.103731, -0.549408, -4.340562], [-0.166612, -2.101013, 1.697561], [-4.014241, 3.125494, -1.718861], [1.659874, 0.261261, -2.987574], [2.420703, -1.941731, 1.682541], [2.359571, -0.445325, 1.244213], [-1.144856, 0.848839, 1.438157], [-1.261453, -1.481274, 2.597070], [1.167048, -2.410620, 2.445997], [-2.764994, 1.946440, -0.171947], [2.587211, -2.552625, 0.779174], [-1.999809, 0.393187, 3.372482], [-2.080812, 2.807628, 1.688561], [-3.214003, 1.449019, 1.878746], [-2.252050, -1.800097, 2.242099], [-3.438122, 1.108321, -0.445517], [3.323795, 0.023620, 1.488972], [-1.152887, -1.929069, 3.598883], [-4.896163, 2.462824, -1.700679], [2.809559, -1.395368, -2.482743], [-0.219413, 0.274601, 3.310955], [-1.888968, 1.922046, -0.856539], [-4.309656, 4.127496, -2.041841], [3.282628, -2.046060, 2.355187], [1.141315, -1.978263, 3.455816], [-0.007538, -1.426804, 0.843681], [3.735266, -0.144699, -3.195629], [4.168267, -0.326041, -0.749638], [1.607661, 0.062766, 1.863653], [-0.557033, -3.043758, 1.287991], [1.590576, -1.184058, -0.616191], [1.237531, 0.559666, -0.292405], [3.360897, 1.175918, -1.177312], [-3.292564, 2.739903, -2.461179], [-0.244709, 1.482024, 1.377563], [-0.026280, -0.673710, -2.299155], [-1.174616, 0.206994, 0.541529], [1.223215, -3.503197, 2.536144]],
  "atomic_forces_ev_per_a": [[-0.15, -0.70, 0.88], [0.23, -0.09, -0.26], [0.20, 3.32, -0.55], [1.00, 2.89, -2.45], [-0.52, -0.61, 1.13], [0.50, -0.43, 0.14], [0.10, -0.13, -0.70], [0.43, -0.20, -0.27], [-0.10, 1.17, 0.70], [0.26, -0.72, 0.29], [-0.96, -1.85, 1.31], [-0.18, -0.11, 0.31], [-0.23, -0.19, -0.02], [-0.60, -2.36, 0.29], [0.04, 0.60, 0.16], [0.09, -0.20, 0.32], [-0.76, 0.61, 0.16], [0.33, -0.25, 0.29], [-0.34, -0.04, -0.85], [-0.35, 0.24, 0.02], [0.04, -0.05, 0.38], [0.35, -0.05, 0.06], [-0.21, -0.17, -0.08], [0.17, 0.14, -0.12], [0.17, 0.38, -0.04], [0.37, 0.05, 0.06], [-0.25, 0.06, -0.20], [-0.16, 0.04, -0.26], [0.18, 0.19, -0.25], [0.33, 0.06, -0.51], [-0.30, -0.08, 0.09], [-0.08, -0.14, 0.32], [0.04, -0.13, 0.34], [-0.11, -0.24, -0.34], [0.12, -0.05, -0.26], [0.04, -0.25, 0.18], [-0.12, -0.07, -0.03], [-0.29, -0.34, -0.34], [0.23, -0.04, -0.21], [0.12, 0.27, -0.01], [-0.15, 0.35, 0.15], [0.23, -0.18, -0.42], [0.10, -0.28, -0.22], [-0.12, 0.07, 0.22], [-0.11, -0.34, -0.14], [0.13, -0.34, -0.02], [0.17, -0.11, 0.38], [0.11, 0.28, 0.34]],
  "smiles": "COCCCCCCCCCCC[NH2+]C(=O)NC(=O)F",
  "e_homo_ev": -11.984,
  "molar_mass_g_mol": 291.39,
  "fmax_ev_per_a": 3.92,
  "charge": 1
}



Entry 4:
{
  "formula": "C23H29N3O9",
  "method": "ωB97M-V with the def2-TZVPD basis set",
  "species": ["O", "O", "O", "O", "O", "O", "O", "O", "O", "N", "N", "N", "C", "C", "C", "C", "C", "C", "C", "C", "C", "C", "C", "C", "C", "C", "C", "C", "C", "C", "C", "C", "C", "C", "C", "H", "H", "H", "H", "H", "H", "H", "H", "H", "H", "H", "H", "H", "H", "H", "H", "H", "H", "H", "H", "H", "H", "H", "H", "H", "H", "H", "H", "H"],
  "positions_angstrom": [[0.619051, 0.554537, 2.804128], [-4.620354, 1.034059, -1.919156], [-4.945244, -1.237789, -1.662593], [0.407845, -0.895102, 1.188686], [-0.442888, 1.005491, 0.932985], [1.278137, 0.004711, -2.242192], [0.594824, -0.247129, -4.470644], [-3.022723, -0.218717, -0.950305], [-0.802277, -0.451554, -2.864791], [3.797851, 1.447646, 4.367583], [-1.112215, -2.047498, -1.277141], [0.862559, 3.802432, 2.530933], [-2.183881, -1.787640, -2.033610], [3.239717, -1.772742, 3.428613], [-1.655141, -4.371604, -1.351049], [-0.174000, -0.966918, -0.110981], [-2.785005, -4.102583, -2.166301], [1.629136, 2.659568, 2.736819], [3.591254, 4.001082, 2.921495], [-0.608405, -0.316849, -5.094856], [2.750874, 5.118621, 2.934827], [-2.762992, 1.095813, -0.616537], [4.467625, -0.851443, 3.313792], [0.328713, 0.288401, 1.715499], [0.407319, -0.207944, -3.138127], [-3.109546, -2.790925, -2.463439], [3.041723, 2.766401, 2.897526], [-4.261460, -0.252824, -1.456870], [-0.565015, 0.487868, -0.406217], [-1.564107, -0.758702, -3.991111], [1.979228, -1.290121, 2.678601], [-3.568604, 1.923597, -1.641523], [1.379582, 5.013246, 2.768440], [-0.772754, -3.372016, -1.041272], [4.172036, 0.445108, 3.880436], [-1.807893, 1.580524, -0.818861], [-3.004446, 1.346094, 0.416494], [-0.875698, 0.603590, -5.613924], [-3.914531, 2.917753, -1.358536], [1.016306, 1.815664, 3.017297], [-2.455607, -0.139306, -3.892801], [4.659089, 4.128792, 3.020543], [5.416327, -1.235000, 3.689242], [4.786812, -0.604446, 2.301261], [-1.602884, 0.289059, -0.673464], [-1.769350, -1.827122, -4.057945], [0.852754, 5.954757, 2.719371], [-3.956280, -2.497827, -3.066381], [0.142651, -3.693200, -0.566629], [-3.011567, 2.102822, -2.561127], [-0.573412, -1.071705, -5.880396], [-2.435609, -0.737413, -2.026681], [0.002696, 0.949294, -1.214235], [3.468093, -2.793850, 3.123179], [-1.420765, -5.423310, -1.277649], [0.462791, -1.422211, -0.869480], [3.766070, 1.965527, 2.915201], [2.280852, -1.116875, 1.645599], [1.163772, -2.012442, 2.715770], [3.174946, 6.111876, 2.935602], [2.889200, -1.877091, 4.455426], [-1.028630, -1.620167, 0.065020], [1.485328, -0.362651, 2.968371], [-3.301877, -5.039620, -2.311913]],
  "atomic_forces_ev_per_a": [[-4.16, 1.41, 3.18], [-0.82, -2.35, 0.25], [1.54, 2.90, 1.25], [1.10, 0.11, -0.35], [-1.14, 3.68, -1.75], [-2.26, -0.74, -4.71], [2.94, 0.53, 1.18], [-4.08, 2.81, 4.69], [-0.53, 1.80, 0.03], [2.30, -5.04, 2.25], [-3.89, -6.26, -8.10], [-0.25, -0.80, 1.50], [-1.21, -5.50, 0.98], [-1.11, -0.27, 0.26], [0.04, 0.30, -1.73], [2.52, 1.25, 2.54], [0.37, 0.03, 1.57], [0.94, 4.71, 0.62], [-0.41, 2.13, 0.16], [-2.21, -0.66, -2.06], [0.75, 0.43, -0.09], [-3.76, 8.85, 0.04], [0.20, 0.16, -0.65], [-3.98, -2.35, -4.01], [6.12, 1.06, 2.14], [1.18, -0.77, 0.14], [-1.57, 0.46, -2.96], [-4.17, 0.07, -2.22], [1.80, -5.53, 1.81], [-0.04, 1.02, -2.24], [4.03, -2.46, 0.48], [-0.33, -0.58, 0.41], [1.79, -1.36, -0.98], [-1.67, 0.33, -0.42], [-0.90, 1.40, 3.44], [-1.81, 0.66, 0.11], [-0.13, -0.36, -0.01], [0.04, 0.36, 0.36], [-0.20, -0.32, 0.59], [1.29, 2.10, -0.58], [-0.23, -0.41, -0.60], [0.16, 0.07, -0.11], [-0.25, -0.20, 0.70], [-0.55, -0.40, -0.73], [5.82, -1.15, 0.89], [-0.04, 0.39, -0.07], [-0.83, -0.28, -0.20], [0.08, -0.33, -0.05], [0.38, 0.90, 0.32], [0.31, -0.29, -0.19], [0.13, -0.09, 0.01], [1.59, -3.16, -3.18], [-0.09, 0.64, 0.98], [0.45, 0.05, -0.20], [0.33, 0.01, 0.57], [1.30, 0.62, 1.97], [-1.47, 1.50, -2.12], [0.38, -0.54, 0.12], [0.67, -0.51, 0.14], [0.17, 0.16, 0.37], [0.68, 0.14, 0.45], [0.55, 1.56, 3.12], [3.01, -2.41, 1.56], [-0.88, 0.48, -0.87]],
  "e_homo_ev": -7.422,
  "molar_mass_g_mol": 491.50,
  "fmax_ev_per_a": 10.95
}